A 2-piece molecular cluster, C4H8NO3 overall. Source: the OMol25 dataset; level of theory: wB97M-V/def2-TZVPD.

Structure (XYZ):
```
16
Properties=species:S:1:pos:R:3:forces:R:3
C 2.54996 -0.36423 0.33413 -1.1 0.4 -1.3
C 1.82128 0.62904 -0.16725 0.5 1.8 -0.5
C -0.53965 -1.16861 -0.58801 0.0 0.0 -0.4
C -0.30717 -0.53317 0.71723 -0.9 -0.3 0.2
N -0.95936 0.51920 1.08720 0.1 -0.3 -0.2
O 2.95771 -1.31019 0.86013 1.6 -2.8 1.7
O 1.45602 1.65494 0.68323 -0.4 0.9 -0.8
O 1.60964 0.78200 -1.49916 0.2 0.1 0.8
H 0.36042 -1.63327 -0.98480 0.1 0.0 0.1
H -0.93772 -0.47571 -1.32515 0.0 0.1 0.0
H -1.26139 -1.97876 -0.45252 -0.1 0.0 0.2
H 0.27044 -1.06490 1.46374 0.1 0.2 0.1
H 2.12982 2.34740 0.77660 0.1 -0.1 0.0
H -0.85588 0.92089 2.01015 0.1 0.0 0.0
H -1.54575 1.01761 0.42398 0.1 0.0 0.1
H 1.71832 1.70480 -1.76970 -0.4 0.2 0.0
```
Forces are in eV/Å.

Properties
- Lowest unoccupied orbital energy (alpha / beta): -0.1690 / -0.2239 Eh
- Highest occupied orbital energy (alpha / beta): -0.3766 / -0.6050 Ha
- Charge: +1
- ⟨S²⟩: 2.008
- Maximum force: 3.7 eV/A
- Energy relative to the best compared isomer or geometry (same formula, charge and spin): 0.000 eV
- Kohn-Sham gap (alpha / beta): 5.6 / 10.4 eV
- Spin multiplicity: 3
- Energy: -11898.9682 eV

=====

A 2-piece molecular cluster, C4H8NO3S2 overall. Source: the OMol25 dataset; level of theory: wB97M-V/def2-TZVPD.

Structure (XYZ):
```
18
Properties=species:S:1:pos:R:3:forces:R:3
C -0.29257 0.07026 1.72179 0.3 0.1 1.6
C -0.82450 -1.48389 -1.49262 -0.5 2.2 0.2
C -0.14890 -0.26197 0.45258 -0.7 -1.0 0.5
C 0.99734 2.74248 -1.36860 -1.1 -2.4 -0.8
N -0.63692 -1.47648 -0.04987 -0.3 -1.4 -0.2
O -0.90406 -0.82886 2.63107 0.8 1.5 -0.2
O 0.24047 1.16503 2.30449 -0.1 1.5 -1.4
O 0.84957 1.55259 -1.78055 0.6 2.9 0.6
S 1.15616 3.34238 0.21585 0.0 -0.1 0.6
S 0.08360 -2.95212 0.44263 -0.9 0.2 1.0
H -1.06545 -2.52116 -1.68819 -0.8 0.2 -0.8
H -1.59861 -0.59801 -1.72374 1.5 -2.3 0.0
H 0.13485 -1.24013 -2.01688 -0.6 0.0 0.2
H 0.21882 0.36281 -0.29034 1.0 1.3 -0.7
H 0.89843 3.59316 -2.06924 0.3 -0.3 -0.4
H -0.77529 -0.43410 3.51971 0.0 -0.2 -0.8
H 0.54065 1.98799 1.54549 -0.6 -2.3 1.3
H 1.12641 -3.02000 -0.35358 1.0 0.1 -0.7
```
Forces are in eV/Å.

Properties
- Lowest unoccupied orbital energy: 0.1137 Eh
- Highest occupied orbital energy: -0.1432 Ha
- Charge: -1
- Maximum force: 3.0 eV/A
- Energy relative to the best compared isomer or geometry (same formula, charge and spin): 1.290 eV
- Kohn-Sham gap: 7.0 eV
- Energy: -33580.5305 eV

=====

A 2-piece molecular cluster, C4H8NOP overall. Source: the OMol25 dataset; level of theory: wB97M-V/def2-TZVPD.

Structure (XYZ):
```
15
Properties=species:S:1:pos:R:3:forces:R:3
C 0.41776 0.35994 -0.31645 1.1 -0.7 0.4
C 1.43444 -1.40856 -1.60628 0.4 1.4 2.1
C 0.61974 -0.48651 -2.44324 1.4 1.1 -1.1
C -3.11690 2.11263 0.13095 -0.8 0.3 -1.9
N 1.18863 -0.73652 -0.29225 -2.4 2.4 -5.8
O 0.19843 0.58586 -1.58142 -0.8 1.2 -0.7
P -2.76954 0.66703 0.84285 0.6 -0.2 -1.1
H 1.11301 -2.40309 -1.55715 -0.9 -1.4 -0.1
H 2.46861 -1.46993 -1.81173 1.3 0.4 -0.4
H 1.23980 0.03056 -3.26358 -1.6 -1.3 0.7
H -0.28928 -1.00737 -2.60061 -0.8 -0.2 -1.6
H 1.45002 -1.03623 0.50856 2.4 -2.9 6.4
H -3.34124 2.91805 0.77648 -0.2 0.8 0.9
H -3.32027 2.44235 -0.94382 0.8 -1.0 1.4
H -2.45458 -0.05475 -0.38892 -0.4 0.2 0.7
```
Forces are in eV/Å.

Properties
- Lowest unoccupied orbital energy: 0.0280 Eh
- Highest occupied orbital energy: -0.3187 Ha
- Charge: 0
- Maximum force: 7.4 eV/A
- Energy relative to the best compared isomer or geometry (same formula, charge and spin): 4.486 eV
- Kohn-Sham gap: 9.4 eV
- Energy: -17099.8372 eV